A structure of composition C4H7KO3, computed with ωB97M-V with the def2-TZVPD basis set.

CARTESIAN COORDINATES (ANGSTROEM)
O -1.015 0.385 -0.111
O 0.794 1.644 0.109
O 0.932 -0.531 0.289
C 0.238 0.495 0.286
K 0.527 -3.279 0.232
C -1.943 1.387 0.121
C -3.343 0.963 -0.071
H -1.626 2.183 0.792
H -3.953 1.836 -0.331
H -3.761 0.504 0.844
H -3.425 0.211 -0.871
C 2.299 1.464 -0.054
H 2.818 0.774 0.619
H 2.715 2.451 0.179
H 2.431 1.219 -1.110

Relative energy (zero: lowest compared OMol25 entry of this formula, charge and spin) ... 0.000 eV
Spin multiplicity ... 2
E_LUMO (spin up / spin down) ... -0.1406 / -0.1407 Eh
Electronic energy ... -982.01128 a.u.
Kohn-Sham gap (spin up / spin down) ... 6.882 / 10.721 eV
HOMO energy (spin up / spin down) ... -10.708 / -14.549 eV
Net charge ... +1

Mulliken atomic charge list, values in e, 6 entries: -0.233 -0.337 -0.657 0.799 1.003 -0.080